An isolated molecule of C3H3Cl3S at a distorted geometry. Source: the OMol25 dataset; level of theory: wB97M-V/def2-TZVPD.

For the HOMO-LUMO gap, the calculation gives 8.57 eV. The LUMO energy comes out at -0.39 eV. The calculation puts the HOMO energy at -8.96 eV. Its structure (SMILES) is S=C[C@@H](Cl)C(Cl)Cl. The energy above the lowest of the compared OMol25 structures with the same formula, charge and spin is 18.6 kcal per mole.

Geometry as ORCA input:
```
! RIJCOSX wB97M-V def2-TZVPD def2/J DEFGRID3
* xyz 0 1
S 1.4690 -0.9648 2.1995
C 0.9940 -0.2231 0.9107
C -0.6694 -0.4808 0.2711
Cl -1.6179 0.7963 0.9451
C -0.5164 -0.4139 -1.2624
Cl 0.9691 -1.3290 -1.6718
Cl -1.7750 -1.1971 -2.1410
H 1.5694 0.6540 0.4120
H -0.8247 -1.4241 0.5615
H -0.4351 0.5947 -1.4475
*
```